Formula: C3H2N2O
Source: the OMol25 dataset
Level of theory: ωB97M-V/def2-TZVPD

Positions of all 8 atoms, in Å:
1 C -0.54 -0.12 -0.41
2 C -2.02 -1.07 0.13
3 C 0.90 0.18 0.16
4 N -1.46 0.62 0.23
5 N -2.69 0.01 0.05
6 O 1.78 -0.59 0.23
7 H -0.74 -0.40 -1.35
8 H 0.74 1.24 0.52

Its spin multiplicity is 1. The HOMO-LUMO gap is 9.840 eV. As for the charge: 0. The SMILES is O=C[C@H]1C2=NN21. The calculation puts the total energy at -300.0483 Ha. For the maximum force, the calculation gives 4.1 eV Å⁻¹.

***

Formula: C22H28K3N6O12S3Zn
Source: the OMol25 dataset
Level of theory: ωB97M-V/def2-TZVPD

Positions of all 75 atoms, in Å:
1 Zn -2.68 0.34 2.27
2 K -3.31 -3.13 1.44
3 K -3.71 -0.09 -1.51
4 K -1.42 3.62 1.35
5 S -4.70 2.40 0.68
6 O -3.58 1.61 1.08
7 O -4.33 3.82 0.58
8 O -5.26 1.86 -0.57
9 O -5.66 2.38 1.76
10 S -0.95 0.07 0.34
11 O -1.00 1.01 1.41
12 O -2.14 -0.69 0.74
13 O -1.26 0.73 -0.86
14 O 0.27 -0.74 0.26
15 S -5.49 -1.15 2.13
16 O -5.49 -1.34 0.68
17 O -4.13 -0.80 2.59
18 O -6.37 -0.06 2.51
19 O -5.91 -2.39 2.81
20 C -0.27 -0.79 5.78
21 C -1.00 -1.03 4.54
22 N -1.52 -1.21 3.52
23 H -0.91 -0.09 6.32
24 H 0.73 -0.43 5.52
25 H -0.32 -1.67 6.42
26 N 3.40 1.54 -1.64
27 C 2.44 2.12 -0.98
28 C 2.75 3.47 -0.98
29 C 3.92 3.69 -1.76
30 C 4.24 2.46 -2.18
31 H 3.36 0.56 -1.89
32 H 1.58 1.58 -0.63
33 H 2.19 4.23 -0.46
34 H 4.40 4.65 -1.88
35 H 5.00 2.13 -2.88
36 N 1.16 -0.76 -2.25
37 C 1.16 -0.29 -3.56
38 C 2.17 -0.85 -4.23
39 C 2.90 -1.66 -3.41
40 C 2.27 -1.62 -2.11
41 H 0.51 -0.53 -1.51
42 H 0.40 0.43 -3.79
43 H 2.42 -0.67 -5.27
44 H 3.84 -2.17 -3.52
45 H 2.53 -1.89 -1.10
46 N -1.38 2.50 -2.81
47 C -0.77 3.74 -2.84
48 C -1.51 4.54 -3.69
49 C -2.40 3.72 -4.39
50 C -2.33 2.48 -3.79
51 H -1.10 1.81 -2.12
52 H 0.01 4.03 -2.15
53 H -1.26 5.58 -3.89
54 H -2.95 3.93 -5.30
55 H -2.76 1.58 -4.20
56 N 2.41 -0.79 1.81
57 C 3.47 0.16 1.70
58 C 4.39 -0.10 2.74
59 C 3.92 -1.17 3.45
60 C 2.71 -1.66 2.96
61 H 1.63 -0.86 1.18
62 H 3.58 0.90 0.93
63 H 5.31 0.38 3.02
64 H 4.40 -1.55 4.34
65 H 1.98 -2.44 3.11
66 N -0.02 -3.39 0.34
67 C 0.13 -4.12 1.50
68 C 0.27 -5.47 1.16
69 C 0.06 -5.52 -0.25
70 C -0.19 -4.22 -0.76
71 H -0.01 -2.38 0.32
72 H 0.18 -3.76 2.52
73 H 0.44 -6.29 1.85
74 H 0.10 -6.44 -0.82
75 H -0.55 -3.82 -1.70

Its spin multiplicity is 2. The HOMO-LUMO gap (spin up / spin down) is 1.449 / 4.436 eV. As for the charge: -2. The calculation puts the total energy at -6860.3972 Ha. For the maximum force, the calculation gives 8.2 eV Å⁻¹. The expectation value of S² is 0.750.

***

Formula: C54H48I2N7O2PPbTe
Source: the OMol25 dataset
Level of theory: ωB97M-V/def2-TZVPD

Positions of all 116 atoms, in Å:
1 Pb -0.10 -0.90 0.66
2 I 8.18 0.17 2.73
3 C 6.31 -0.50 2.01
4 C 5.95 -1.83 2.12
5 C 4.76 -2.28 1.55
6 I 4.29 -4.32 1.89
7 C 3.94 -1.41 0.84
8 O 2.86 -1.66 0.09
9 C 4.25 -0.03 0.88
10 C 3.26 0.95 0.32
11 N 1.97 0.91 1.04
12 C 2.13 0.96 2.50
13 C 2.22 -0.40 3.14
14 C 3.07 -0.62 4.23
15 C 3.04 -1.83 4.89
16 C 2.15 -2.81 4.45
17 C 1.37 -2.53 3.34
18 N 1.41 -1.36 2.71
19 C 5.44 0.41 1.43
20 H 6.59 -2.53 2.62
21 H 3.70 1.95 0.38
22 H 3.06 0.72 -0.73
23 H 1.42 1.71 0.74
24 H 3.01 1.55 2.79
25 H 1.25 1.44 2.92
26 H 3.74 0.16 4.55
27 H 3.68 -2.01 5.73
28 H 2.07 -3.76 4.95
29 H 0.67 -3.26 2.96
30 H 5.69 1.45 1.40
31 N -0.65 1.28 -3.62
32 C -0.27 0.91 -2.39
33 N -0.87 0.03 -1.67
34 C -1.98 -0.63 -2.18
35 N -2.68 -1.45 -1.47
36 N -2.31 -1.65 -0.19
37 C -3.24 -1.93 0.64
38 C -2.98 -2.00 2.06
39 C -4.01 -2.32 2.94
40 C -3.79 -2.27 4.30
41 C -2.54 -1.86 4.74
42 C -1.56 -1.56 3.80
43 N -1.76 -1.64 2.50
44 C -2.40 -0.36 -3.54
45 C -3.43 -1.06 -4.16
46 C -3.78 -0.76 -5.46
47 C -3.12 0.25 -6.15
48 C -2.09 0.96 -5.55
49 C -1.72 0.64 -4.25
50 H -0.14 1.98 -4.14
51 H 0.61 1.39 -1.98
52 H -4.28 -2.01 0.32
53 H -4.97 -2.61 2.54
54 H -4.58 -2.52 4.99
55 H -2.32 -1.78 5.79
56 H -0.60 -1.20 4.12
57 H -3.93 -1.84 -3.61
58 H -4.57 -1.31 -5.95
59 H -3.40 0.49 -7.17
60 H -1.56 1.73 -6.09
61 O -1.38 1.15 1.29
62 P -1.86 2.56 1.19
63 C -0.48 3.69 0.80
64 C -0.19 4.02 -0.51
65 C 0.86 4.88 -0.79
66 C 1.64 5.37 0.24
67 C 1.37 5.02 1.56
68 C 0.31 4.17 1.84
69 C -2.61 3.12 2.74
70 C -3.02 2.15 3.65
71 C -3.71 2.53 4.79
72 C -3.97 3.87 5.02
73 C -3.55 4.84 4.12
74 C -2.87 4.46 2.98
75 C -3.10 2.81 -0.11
76 C -3.42 4.09 -0.56
77 C -4.38 4.25 -1.54
78 C -5.03 3.14 -2.06
79 C -4.73 1.87 -1.60
80 C -3.77 1.71 -0.61
81 H -0.82 3.63 -1.30
82 H 1.06 5.18 -1.81
83 H 2.45 6.05 0.02
84 H 1.97 5.42 2.36
85 H 0.06 3.90 2.86
86 H -2.80 1.11 3.44
87 H -4.04 1.79 5.50
88 H -4.51 4.17 5.91
89 H -3.75 5.88 4.31
90 H -2.53 5.21 2.28
91 H -2.91 4.95 -0.14
92 H -4.63 5.24 -1.89
93 H -5.78 3.27 -2.82
94 H -5.25 1.01 -1.99
95 H -3.52 0.74 -0.21
96 C 3.08 -4.92 -6.36
97 C 2.80 -4.36 -5.01
98 C 3.77 -4.33 -4.02
99 C 3.51 -3.90 -2.73
100 C 4.61 -3.94 -1.72
101 C 2.21 -3.48 -2.40
102 Te 1.70 -3.26 -0.30
103 C 1.23 -3.43 -3.40
104 C -0.16 -2.95 -3.15
105 C 1.54 -3.86 -4.68
106 H 4.06 -5.39 -6.39
107 H 3.03 -4.14 -7.12
108 H 2.33 -5.67 -6.62
109 H 4.76 -4.69 -4.25
110 H 5.57 -3.74 -2.20
111 H 4.67 -4.92 -1.26
112 H 4.46 -3.18 -0.96
113 H -0.19 -2.34 -2.24
114 H -0.85 -3.78 -3.03
115 H -0.50 -2.35 -3.99
116 H 0.78 -3.82 -5.44

Its spin multiplicity is 1. The HOMO-LUMO gap is 6.421 eV. As for the charge: +2. The calculation puts the total energy at -4017.5734 Ha. For the maximum force, the calculation gives 1.8 eV Å⁻¹.

***

Formula: C16H47O8V
Source: the OMol25 dataset
Level of theory: ωB97M-V/def2-TZVPD

Positions of all 72 atoms, in Å:
1 V 0.15 3.78 -0.03
2 O 2.07 0.77 2.45
3 H 2.96 1.16 2.51
4 H 1.66 1.00 1.55
5 H 1.54 1.09 3.24
6 C -4.01 3.39 -1.58
7 C -2.93 3.72 -0.52
8 C -2.92 2.59 0.51
9 O -1.70 4.04 -1.09
10 H -3.72 2.45 -2.07
11 H -4.19 4.14 -2.35
12 H -4.99 3.09 -1.21
13 H -3.37 4.63 -0.07
14 H -2.42 3.00 1.39
15 H -2.28 1.77 0.16
16 H -3.95 2.32 0.71
17 C 1.64 -0.02 -1.17
18 C 0.50 0.57 -0.37
19 C -0.12 -0.49 0.55
20 O 0.85 1.79 0.29
21 H 1.35 -0.84 -1.83
22 H 2.52 -0.32 -0.58
23 H 2.11 0.74 -1.80
24 H -0.26 0.92 -1.08
25 H -0.66 -1.16 -0.13
26 H -0.94 -0.04 1.11
27 H 0.52 -1.19 1.09
28 C 5.66 -1.28 -2.11
29 C 5.09 -2.69 -2.00
30 O 6.03 -3.72 -2.20
31 H 4.93 -0.47 -2.04
32 H 6.36 -1.20 -2.94
33 H 6.36 -1.12 -1.27
34 H 4.29 -2.72 -2.75
35 H 4.52 -2.75 -1.06
36 H 6.50 -3.78 -1.36
37 C 1.21 -4.46 -0.42
38 C 2.19 -5.14 -1.38
39 O 2.19 -4.62 -2.70
40 H 1.24 -5.05 0.49
41 H 0.19 -4.54 -0.79
42 H 1.46 -3.42 -0.19
43 H 1.87 -6.18 -1.51
44 H 3.23 -5.12 -1.03
45 H 2.99 -4.90 -3.15
46 C -0.59 -0.45 4.61
47 C -0.87 1.03 4.45
48 O 0.35 1.79 4.24
49 H -1.43 -1.12 4.79
50 H 0.21 -0.66 5.33
51 H -0.18 -0.87 3.68
52 H -1.27 1.37 5.41
53 H -1.63 1.29 3.71
54 H -0.01 2.66 4.06
55 C -0.04 2.20 -3.83
56 C -0.23 3.69 -4.10
57 O -1.63 3.86 -4.24
58 H 1.00 1.95 -3.56
59 H -0.34 1.55 -4.65
60 H -0.70 1.85 -3.02
61 H 0.33 4.02 -4.97
62 H 0.05 4.31 -3.23
63 H -1.98 3.57 -3.38
64 C -3.41 -1.84 2.07
65 C -4.29 -0.86 2.84
66 O -5.21 -1.56 3.68
67 H -3.97 -2.58 1.50
68 H -2.58 -2.35 2.56
69 H -2.90 -1.19 1.34
70 H -4.81 -0.19 2.16
71 H -3.62 -0.28 3.49
72 H -5.93 -0.95 3.84

Its spin multiplicity is 4. The HOMO-LUMO gap (spin up / spin down) is 7.384 / 7.234 eV. As for the charge: +1. The calculation puts the total energy at -2183.3071 Ha. For the maximum force, the calculation gives 3.8 eV Å⁻¹. The expectation value of S² is 3.767.